1.
Density functional theory data (wB97M-V/def2-TZVPD) for a 6-piece molecular cluster, C21H27F5O22S2 overall.

Last column: Mulliken charge in e.
Positions of all 77 atoms, in Å:
1 O -0.85391 -1.57555 2.40185  -0.6273
2 S -1.18625 -2.40473 1.28685  1.3046
3 O -2.55133 -2.82132 1.11342  -0.6729
4 O -0.77992 -1.59479 -0.02109  -0.3696
5 C -0.17319 -3.85003 1.33650  0.1658
6 C 1.33726 -3.64190 1.18001  -0.8935
7 C 1.75191 -3.27196 -0.24762  -0.1538
8 C 3.03870 -2.44921 -0.38925  -1.7088
9 C 3.24870 -1.27817 0.54112  0.1437
10 C 2.10770 -0.44550 1.05870  0.2508
11 O 2.86812 0.60915 1.75559  -0.2839
12 S 4.06503 -0.10588 2.53387  1.0096
13 O 3.70386 -0.34535 3.89006  -0.5621
14 O 5.27757 0.56365 2.20856  -0.5768
15 O 3.99742 -1.53125 1.76192  -0.4358
16 H -1.50255 -1.67286 -0.65782  0.3033
17 H -0.53400 -4.57803 0.61378  -0.0043
18 H -0.37418 -4.23421 2.33649  -0.0156
19 H 1.68307 -2.94071 1.93801  0.4449
20 H 1.78441 -4.60462 1.42953  0.4300
21 H 0.95850 -2.77950 -0.80067  0.4477
22 H 1.92924 -4.20865 -0.77288  0.1894
23 H 3.02960 -2.01742 -1.39055  0.4405
24 H 3.91274 -3.09911 -0.35478  0.4280
25 H 3.87457 -0.56116 -0.00549  0.5175
26 H 1.54298 -0.90364 1.86992  0.3862
27 H 1.49063 0.01220 0.29803  -0.1713
28 O 0.13383 0.82697 -2.79873  -0.5510
29 C 0.10872 1.74557 -2.04980  0.6467
30 O -0.87665 2.66525 -1.98118  -0.3131
31 C -0.62734 3.50989 -0.84984  -0.1577
32 C 0.85985 3.33991 -0.65495  0.3925
33 F 1.22009 3.41199 0.64604  -0.2852
34 O 1.07761 2.01723 -1.12935  -0.2781
35 H -1.18678 3.13648 0.00956  0.3393
36 H -0.90863 4.53268 -1.05876  -0.0135
37 H 1.47317 4.03136 -1.23408  0.2354
38 O -0.36233 6.02957 -2.78048  -0.4542
39 C -1.42081 6.17517 -3.30367  0.6523
40 O -1.87991 7.35334 -3.77438  -0.3295
41 C -3.11571 7.11107 -4.46175  -0.4833
42 C -3.56952 5.81083 -3.83215  0.2666
43 F -4.23682 5.02201 -4.69946  -0.2750
44 O -2.33387 5.19508 -3.49032  -0.2217
45 H -2.91911 6.98332 -5.52642  0.2992
46 H -3.80548 7.93576 -4.31066  0.2758
47 H -4.16793 5.92816 -2.92738  0.2932
48 O 0.09404 11.69123 -0.25320  -0.4900
49 C 0.35467 10.54524 -0.37855  0.5973
50 O 1.50153 10.06068 -0.91547  -0.3358
51 C 1.50945 8.63823 -0.75704  -0.4453
52 C 0.03586 8.33488 -0.61813  0.7031
53 F -0.19947 7.27871 0.20326  -0.2882
54 O -0.46449 9.51434 -0.01631  -0.3486
55 H 2.05141 8.37417 0.15221  0.2761
56 H 1.97115 8.15641 -1.61409  0.2704
57 H -0.47756 8.16595 -1.56301  0.0336
58 O -0.18168 -5.77661 6.57271  -0.4926
59 C -1.16088 -5.60290 5.93630  0.6033
60 O -2.37736 -5.28429 6.44037  -0.3260
61 C -3.26557 -5.01538 5.35065  -0.4095
62 C -2.60443 -5.76806 4.21707  0.3114
63 F -2.77372 -5.15448 3.02302  -0.2277
64 O -1.23588 -5.71322 4.57378  -0.2850
65 H -3.28365 -3.94384 5.14737  0.2818
66 H -4.26843 -5.36389 5.57975  0.2931
67 H -2.90759 -6.81263 4.12435  0.2550
68 O 1.13807 -5.11330 -3.05664  -0.4584
69 C 0.68695 -6.10352 -2.59557  0.5477
70 O 0.65945 -7.31149 -3.20387  -0.3497
71 C 0.17641 -8.28137 -2.26841  -0.4640
72 C -0.59554 -7.41937 -1.29292  0.3069
73 F -0.54094 -7.89272 -0.02524  -0.2911
74 O 0.10280 -6.18905 -1.36024  -0.1539
75 H 1.02044 -8.76686 -1.77696  0.2878
76 H -0.43406 -9.02590 -2.77078  0.2818
77 H -1.64003 -7.25205 -1.56073  0.2915

Forces on the atoms, in the same order (eV/Å):
O 0.340 -0.007 -0.149
S -1.022 -0.119 0.704
O 0.247 0.058 -0.216
O 0.156 0.076 -0.020
C 0.673 -0.183 -0.021
C -0.287 0.037 -0.026
C 0.428 -0.281 0.022
C -0.351 -0.359 0.231
C 0.513 0.700 -0.627
C 0.245 0.411 0.752
O 0.138 -0.268 -0.108
S -0.036 -0.387 0.228
O 0.144 0.070 -0.295
O -0.235 -0.039 0.027
O -0.155 0.288 0.198
H -0.075 -0.031 -0.148
H -0.222 0.154 -0.137
H -0.184 -0.012 0.026
H 0.036 0.026 -0.048
H 0.092 0.029 0.148
H -0.049 0.078 0.168
H -0.101 0.030 -0.185
H 0.068 -0.035 -0.057
H 0.127 0.080 0.173
H -0.042 -0.105 -0.160
H -0.375 -0.271 -0.491
H -0.045 0.153 0.001
O -0.012 -0.071 0.062
C -0.081 -0.101 0.067
O 0.050 0.065 0.055
C -0.189 0.031 0.070
C 0.021 -0.142 0.198
F -0.008 -0.076 -0.036
O 0.049 0.203 -0.232
H 0.140 -0.053 0.070
H -0.038 0.018 -0.213
H 0.036 0.040 0.069
O 0.017 -0.011 -0.049
C 0.094 0.000 -0.135
O -0.074 -0.005 -0.023
C -0.051 0.138 -0.033
C 0.062 -0.085 -0.113
F 0.077 -0.013 -0.021
O -0.101 0.106 0.241
H -0.034 -0.096 -0.006
H 0.111 0.058 0.130
H -0.070 -0.060 -0.033
O -0.008 0.013 0.050
C 0.077 -0.013 0.059
O -0.042 -0.081 0.023
C 0.145 -0.040 -0.076
C -0.025 0.036 0.166
F -0.013 0.047 0.017
O -0.027 0.017 -0.238
H -0.078 -0.047 0.046
H -0.021 0.155 -0.086
H -0.018 -0.098 0.027
O 0.029 0.039 -0.020
C 0.001 0.086 0.024
O -0.044 -0.006 -0.091
C -0.101 0.033 0.097
C 0.144 0.136 0.001
F 0.026 -0.002 -0.019
O -0.095 -0.225 0.059
H 0.035 -0.007 -0.106
H 0.067 -0.078 0.135
H -0.044 0.017 -0.104
O 0.032 -0.020 0.011
C 0.066 -0.051 0.002
O -0.048 -0.025 0.083
C 0.000 -0.115 -0.094
C 0.135 0.049 0.082
F 0.059 0.034 -0.012
O -0.217 0.022 -0.154
H -0.029 0.026 0.099
H 0.004 0.102 -0.136
H -0.040 -0.044 0.097

Calculated values
M: 790.55 g/mol
Net charge: 0
HOMO level: -10.67 eV

=====

2.
Density functional theory data (wB97M-V/def2-TZVPD) for a single C21H27FN4O3 molecule.

Last column: natural (NBO) charge in e.
Positions of all 56 atoms, in Å:
1 C -5.91314 -2.42448 1.84747  -0.2533
2 O -5.04361 -1.34823 1.58466  -0.5105
3 C -5.04520 -0.79878 0.33878  0.3986
4 C -5.85726 -1.23743 -0.70039  -0.3990
5 C -5.77916 -0.60236 -1.92699  0.4211
6 F -6.57643 -1.04700 -2.92335  -0.3265
7 C -4.92580 0.45516 -2.16141  -0.3156
8 C -4.12306 0.88269 -1.11723  -0.1639
9 C -4.16309 0.27198 0.12421  -0.1221
10 C -3.28392 0.76652 1.24278  -0.2370
11 N -2.01576 1.26292 0.73980  -0.4435
12 C -1.30230 2.06557 1.71282  -0.2142
13 C -0.08802 2.71870 1.06059  -0.3990
14 C 0.84114 1.64634 0.49796  -0.0402
15 N 1.96702 2.25741 -0.16827  -0.1797
16 N 1.87358 3.48299 -0.69292  -0.2861
17 C 3.03259 3.72832 -1.26706  -0.0399
18 C 3.91110 2.64649 -1.13319  -0.3593
19 C 3.18454 1.71151 -0.42455  0.3083
20 N 3.51264 0.43154 0.00387  -0.6184
21 C 4.71111 -0.18958 -0.20617  0.6971
22 O 5.64185 0.32093 -0.77968  -0.5881
23 C 4.71408 -1.61283 0.34548  -0.3516
24 C 3.88581 -2.55829 -0.55424  -0.4245
25 C 4.96461 -3.45639 -1.17791  -0.0709
26 O 5.97855 -3.54145 -0.20783  -0.5150
27 C 6.12398 -2.23852 0.30968  -0.0754
28 C 0.04025 0.76543 -0.46726  -0.4044
29 C -1.17551 0.18898 0.25013  -0.2285
30 H -5.69000 -3.28692 1.21164  0.1779
31 H -5.74203 -2.69154 2.88910  0.2021
32 H -6.96014 -2.13482 1.71672  0.1791
33 H -6.54879 -2.05563 -0.58633  0.2338
34 H -4.89673 0.92616 -3.13000  0.2301
35 H -3.43877 1.70414 -1.25647  0.2341
36 H -3.15109 -0.03875 1.98410  0.1903
37 H -3.79507 1.59478 1.74430  0.2108
38 H -0.97759 1.45923 2.58074  0.1547
39 H -1.97536 2.84376 2.07899  0.2084
40 H 0.44519 3.33216 1.78708  0.2211
41 H -0.40891 3.36060 0.24198  0.2376
42 H 1.22103 1.03428 1.32959  0.1866
43 H 3.20345 4.66600 -1.75624  0.2080
44 H 4.91350 2.54728 -1.48839  0.2528
45 H 2.79014 -0.07919 0.48995  0.4040
46 H 4.31814 -1.59744 1.36373  0.2216
47 H 3.19967 -3.15602 0.04598  0.2127
48 H 3.31897 -2.02478 -1.31610  0.2174
49 H 5.35316 -2.99281 -2.09649  0.1652
50 H 4.61973 -4.46666 -1.39718  0.1964
51 H 6.76110 -1.62902 -0.34721  0.1995
52 H 6.58757 -2.31787 1.29268  0.1947
53 H -0.29393 1.38315 -1.30112  0.2235
54 H 0.65828 -0.04350 -0.86331  0.2036
55 H -0.84112 -0.46851 1.07750  0.1556
56 H -1.76097 -0.41625 -0.44507  0.2199

Forces on the atoms, in the same order (eV/Å):
C -0.128 -0.174 0.064
O 0.140 0.258 -0.155
C 0.130 0.241 -0.253
C -0.121 -0.146 0.029
C 0.141 0.128 0.056
F 0.075 0.038 0.103
C -0.233 -0.166 -0.159
C -0.165 -0.203 0.134
C -0.051 -0.134 0.209
C -0.015 -0.039 0.113
N -0.040 -0.015 0.116
C 0.125 0.181 -0.092
C -0.001 -0.205 0.239
C -0.552 0.010 -0.156
N 0.752 -0.314 0.009
N -0.477 0.695 -0.116
C -0.102 -0.322 0.154
C 0.085 -0.261 0.060
C 0.194 0.430 -0.280
N -0.542 0.184 0.200
C -0.084 -0.496 0.373
O 0.102 0.210 -0.178
C 0.335 0.007 -0.093
C 0.107 -0.268 -0.051
C -0.235 0.047 -0.210
O 0.011 -0.278 0.129
C 0.179 0.398 0.094
C -0.009 -0.158 0.317
C 0.121 0.009 -0.282
H -0.017 0.042 0.011
H -0.048 -0.022 -0.081
H 0.038 -0.014 -0.014
H -0.067 -0.085 0.015
H -0.017 0.035 -0.121
H 0.098 0.089 -0.028
H 0.020 0.145 -0.016
H 0.069 -0.053 0.086
H -0.073 0.017 0.008
H 0.031 -0.049 0.052
H 0.024 0.052 -0.017
H 0.002 0.024 0.058
H -0.019 0.086 -0.064
H 0.002 0.215 -0.097
H 0.176 -0.063 -0.038
H 0.195 -0.036 -0.063
H -0.009 0.022 -0.068
H -0.017 0.027 -0.033
H -0.075 0.003 0.013
H -0.029 -0.068 0.035
H 0.004 0.070 -0.053
H -0.089 -0.100 0.146
H -0.024 0.040 -0.044
H 0.047 0.027 -0.066
H 0.042 -0.010 -0.045
H -0.076 -0.001 -0.016
H 0.071 -0.049 0.069

Calculated values
M: 402.47 g/mol
Relative energy (zero: lowest compared OMol25 entry of this formula, charge and spin): 0.006 eV
Net charge: 0
HOMO level: -8.50 eV

=====

Q: Which maximum force values were calculated for the entries above? A: 0.0243; 0.0166, in hartree/bohr.
Q: Which orbital gap values were calculated for the entries above? A: 10.841; 8.873, in eV.